# C24H22Br2ClIN5ORuS

A structure of composition C24H22Br2ClIN5ORuS (wB97M-V/def2-TZVPD, OMol25).

## Properties
- DFT total energy: -7675.283713 Ha
- HOMO-LUMO gap (spin up / spin down): 7.148 / 6.322 eV
- E_LUMO (spin up / spin down): -0.2169 / -0.2891 Ha
- HOMO energy (spin up / spin down): -0.47958 / -0.52139 Eh

```
! wB97M-V def2-TZVPD RIJCOSX def2/J DEFGRID3
* xyz 2 6
Ru 0.216 0.099 0.122
Cl 2.632 -6.365 1.879
C 1.677 -4.975 1.660
C 0.452 -4.900 2.297
C -0.363 -3.787 2.148
I -2.157 -3.675 3.126
C 0.054 -2.690 1.327
O -0.621 -1.652 1.173
C 1.348 -2.792 0.648
N 1.692 -1.743 -0.125
C 2.874 -1.774 -0.719
C 3.771 -2.839 -0.589
C 3.412 -3.917 0.177
C 2.163 -3.909 0.820
H 0.137 -5.725 2.921
H 3.126 -0.917 -1.333
H 4.725 -2.802 -1.094
H 4.077 -4.763 0.290
Br 4.438 4.734 -2.564
C 3.319 3.425 -1.875
C 2.600 2.595 -2.720
C 1.783 1.642 -2.145
N 1.651 1.487 -0.819
C 2.359 2.289 -0.010
C 3.199 3.269 -0.499
C 2.186 2.062 1.480
C 2.882 2.806 2.409
C 2.687 2.537 3.762
Br 3.615 3.516 5.038
C 1.806 1.541 4.140
C 1.151 0.844 3.141
N 1.332 1.094 1.842
H 2.675 2.684 -3.794
H 1.204 0.967 -2.764
H 3.757 3.914 0.160
H 3.571 3.582 2.119
H 1.628 1.313 5.181
H 0.441 0.062 3.382
C -4.615 1.896 -3.585
C -3.234 1.255 -3.571
N -2.486 1.519 -2.336
C -2.673 0.898 -1.166
S -1.825 1.479 0.233
N -3.515 -0.119 -1.099
C -3.878 -0.858 0.120
C -5.106 -0.268 0.790
H -5.123 1.665 -4.520
H -4.537 2.980 -3.502
H -5.242 1.543 -2.765
H -2.627 1.640 -4.387
H -3.286 0.174 -3.718
H -1.964 2.379 -2.272
H -4.074 -0.314 -1.916
H -3.015 -0.842 0.784
H -4.048 -1.891 -0.182
H -4.911 0.751 1.125
H -5.377 -0.868 1.659
H -5.962 -0.257 0.115
*
```

Results of the natural (NBO) charge analysis, in e, for atoms 1 through 4: 1.22, 0.14, 0.03, -0.26